<one>
{
  "formula": "C4H11O3",
  "method": "ωB97M-V/def2-TZVPD",
  "multiplicity": 1,
  "homo_ev": -4.05,
  "orbital_gap_ev": 6.35,
  "charge": -1,
  "symbols": ["C", "O", "C", "C", "C", "O", "H", "H", "H", "H", "H", "H", "H", "H", "H", "H", "H", "O"],
  "xyz": [[3.206, -0.350, 0.154], [3.793, 0.618, 0.823], [1.781, 0.072, -0.197], [0.589, -0.547, 0.292], [-0.698, 0.191, 0.029], [-3.497, 1.157, 0.154], [3.761, -0.735, -0.739], [3.042, -1.289, 0.793], [1.688, 1.079, -0.596], [1.302, 0.043, 1.066], [0.579, -1.631, 0.311], [-1.116, 0.114, -0.966], [-1.527, -0.071, 0.688], [-0.549, 1.219, 0.371], [-4.127, 0.789, 0.771], [-3.893, -0.699, -1.849], [-3.380, -0.215, -0.512], [-3.475, -1.102, -1.088]]
}



<two>
{
  "formula": "C4H11O3",
  "method": "ωB97M-V/def2-TZVPD",
  "multiplicity": 1,
  "homo_ev": -3.33,
  "orbital_gap_ev": 7.34,
  "charge": -1,
  "symbols": ["C", "C", "C", "O", "C", "O", "H", "H", "H", "H", "H", "H", "H", "H", "H", "H", "H", "O"],
  "xyz": [[0.596, -1.561, -0.430], [0.336, -0.957, 0.948], [0.684, 0.593, 0.948], [-0.250, 1.362, 0.322], [-0.339, -1.007, -1.502], [0.378, -0.674, -2.704], [1.620, -1.332, -0.742], [0.591, -2.658, -0.376], [0.886, -1.415, 1.764], [-0.726, -0.968, 1.225], [0.787, 0.822, 2.034], [1.649, 0.666, 0.394], [-0.847, -0.132, -1.150], [-1.093, -1.724, -1.839], [0.811, 0.178, -2.603], [-0.956, 2.592, 0.926], [-2.518, 2.965, 1.422], [-1.610, 3.248, 1.363]]
}



<three>
{
  "formula": "C4H11O3",
  "method": "ωB97M-V/def2-TZVPD",
  "multiplicity": 1,
  "homo_ev": -2.93,
  "orbital_gap_ev": 6.34,
  "charge": -1,
  "symbols": ["C", "C", "C", "O", "C", "O", "H", "H", "H", "H", "H", "H", "H", "H", "H", "H", "H", "O"],
  "xyz": [[-0.736, 0.438, -0.614], [-0.696, 0.054, 0.861], [0.641, 0.927, 1.661], [1.817, 0.360, 1.760], [-1.187, -0.690, -1.561], [-2.468, -1.011, -1.141], [-1.456, 1.235, -0.744], [0.440, 0.653, -0.946], [-0.611, -0.923, 1.136], [-1.418, 0.657, 1.306], [0.806, 1.884, 1.036], [0.213, 1.096, 2.632], [-0.473, -1.515, -1.805], [-1.243, -0.453, -2.681], [-2.769, -1.777, -1.626], [2.883, 0.708, -0.195], [1.711, -0.110, 0.229], [2.375, -0.077, -0.671]]
}



Which of them is least stable? Easy: <one>.



<one>
{
  "formula": "C9H7BrF2",
  "method": "ωB97M-V/def2-TZVPD",
  "multiplicity": 1,
  "homo_ev": [-8.03, -8.03],
  "orbital_gap_ev": [7.20, 7.20],
  "symbols": ["C", "C", "C", "C", "C", "C", "C", "C", "C", "F", "F", "Br", "H", "H", "H", "H", "H", "H", "H"],
  "xyz": [[-1.727, -1.396, -0.350], [-0.910, -1.718, 0.674], [-1.440, -0.346, -1.181], [0.225, -0.930, 0.976], [-0.246, 0.359, -1.020], [0.574, 0.139, 0.136], [2.403, 1.944, 0.826], [1.656, 0.951, 0.505], [3.181, -0.717, -0.495], [2.819, -1.084, -1.741], [3.098, -1.943, 0.140], [4.971, 0.093, -0.586], [-2.591, -1.857, -0.660], [-1.257, -2.516, 1.199], [-2.076, -0.145, -1.928], [0.653, -1.298, 1.890], [0.221, 1.195, -1.535], [3.405, 1.797, 0.659], [1.983, 2.794, 1.371]]
}



<two>
{
  "formula": "C9H7BrF2",
  "method": "ωB97M-V/def2-TZVPD",
  "multiplicity": 1,
  "homo_ev": -9.04,
  "orbital_gap_ev": 9.58,
  "smiles": "C=C(c1ccccc1)C(F)(F)Br",
  "symbols": ["C", "C", "C", "C", "C", "C", "C", "C", "C", "F", "F", "Br", "H", "H", "H", "H", "H", "H", "H"],
  "xyz": [[-2.143, -0.778, -1.025], [-1.077, -0.846, -0.258], [-0.042, 0.120, -0.015], [0.621, 0.599, -1.221], [1.591, 1.586, -1.078], [1.865, 2.136, 0.152], [1.317, 1.593, 1.297], [0.384, 0.607, 1.272], [-1.164, -2.311, 0.711], [-2.274, -2.947, 0.385], [-1.059, -2.125, 2.003], [0.407, -3.432, 0.092], [-2.869, -1.577, -1.006], [-2.394, -0.058, -1.779], [0.496, 0.348, -2.200], [1.957, 1.816, -2.051], [2.569, 2.981, 0.320], [1.730, 2.031, 2.257], [0.084, 0.255, 2.145]]
}



Which of them is least stable? Easy: <one>.



<one>
{
  "formula": "C10H19CeN2",
  "method": "ωB97M-V/def2-TZVPD",
  "multiplicity": 2,
  "homo_ev": [-16.72, -16.71],
  "orbital_gap_ev": [7.64, 7.67],
  "charge": 2,
  "s_squared": 0.7517,
  "symbols": ["C", "C", "H", "H", "H", "H", "Ce", "C", "C", "C", "C", "H", "H", "H", "C", "H", "H", "N", "C", "C", "C", "N", "H", "H", "H", "H", "H", "H", "H", "H", "H", "H"],
  "xyz": [[-0.650, -2.555, 0.900], [-1.845, -2.529, 0.157], [-0.574, -2.114, 1.893], [0.119, -3.291, 0.665], [-1.976, -3.179, -0.726], [-2.757, -2.052, 0.524], [-0.327, -0.566, -0.615], [1.943, -1.162, -1.487], [1.115, -2.198, -2.054], [0.415, -0.164, -2.956], [1.546, 0.089, -2.101], [1.202, -3.269, -1.831], [-0.567, -2.104, -3.548], [-0.104, 0.582, -3.577], [0.156, -1.580, -2.922], [2.010, 1.059, -1.917], [2.775, -1.310, -0.800], [-1.521, 0.827, 1.421], [-1.251, 2.156, 0.806], [-0.234, 2.765, 1.732], [0.909, 1.768, 1.996], [1.318, 1.174, 0.685], [-2.092, 0.256, 0.758], [-2.185, 0.939, 2.184], [-0.780, 1.921, -0.176], [-2.138, 2.803, 0.665], [0.113, 3.732, 1.353], [-0.715, 2.919, 2.698], [1.726, 2.325, 2.483], [0.529, 0.946, 2.641], [1.678, 0.214, 0.846], [2.161, 1.599, 0.304]]
}



<two>
{
  "formula": "C10H19CeN2",
  "method": "ωB97M-V/def2-TZVPD",
  "multiplicity": 2,
  "homo_ev": [-16.54, -16.66],
  "orbital_gap_ev": [8.46, 8.69],
  "charge": 2,
  "s_squared": 0.7510,
  "symbols": ["C", "C", "H", "H", "H", "H", "Ce", "C", "C", "C", "C", "H", "H", "H", "C", "H", "H", "N", "C", "C", "C", "N", "H", "H", "H", "H", "H", "H", "H", "H", "H", "H"],
  "xyz": [[-2.334, 1.402, -1.095], [-1.546, 2.525, -1.169], [-2.810, 1.082, -0.156], [-2.542, 0.801, -1.992], [-1.090, 2.841, -2.126], [-1.342, 3.172, -0.294], [0.207, 0.439, -0.640], [0.177, -1.343, -2.390], [-0.013, -0.096, -3.080], [2.122, -0.076, -2.150], [1.509, -1.338, -1.830], [-0.895, 0.191, -3.648], [1.337, 1.688, -3.331], [3.106, 0.263, -1.824], [1.182, 0.689, -2.925], [1.972, -2.148, -1.269], [-0.536, -2.165, -2.375], [-0.057, 1.261, 1.777], [0.993, 0.446, 2.432], [0.421, -0.828, 3.053], [-0.599, -1.609, 2.235], [-0.247, -1.660, 0.780], [0.147, 2.264, 1.819], [-0.964, 1.161, 2.242], [1.748, 0.201, 1.661], [1.505, 1.061, 3.186], [1.262, -1.483, 3.309], [-0.042, -0.569, 4.015], [-0.676, -2.642, 2.597], [-1.595, -1.162, 2.319], [-0.983, -2.125, 0.238], [0.585, -2.243, 0.628]]
}



Which of them is least stable? Easy: <one>.



<one>
{
  "formula": "C34H26Cl2CsIN10O4",
  "method": "ωB97M-V/def2-TZVPD",
  "multiplicity": 1,
  "homo_ev": -1.68,
  "orbital_gap_ev": 5.06,
  "charge": -2,
  "symbols": ["Cs", "Cl", "C", "C", "C", "N", "C", "O", "C", "C", "C", "C", "C", "N", "C", "C", "C", "Cl", "N", "C", "O", "C", "C", "C", "C", "C", "N", "H", "H", "H", "H", "H", "H", "H", "H", "H", "H", "C", "C", "N", "C", "C", "C", "O", "C", "C", "N", "C", "C", "C", "C", "C", "C", "I", "C", "O", "H", "H", "H", "H", "H", "H", "H", "H", "H", "H", "H", "H", "N", "C", "N", "N", "C", "N", "H", "H", "H", "H"],
  "xyz": [[0.865, 0.332, 0.622], [4.139, 7.663, 0.831], [3.235, 6.343, 0.121], [2.934, 5.237, 0.902], [2.204, 4.161, 0.407], [1.950, 3.060, 1.207], [1.335, 3.145, 2.357], [1.170, 2.176, 3.149], [0.691, 4.443, 2.827], [0.916, 4.861, 4.140], [0.335, 6.032, 4.581], [-0.485, 6.741, 3.711], [-0.679, 6.226, 2.440], [-0.105, 5.112, 1.995], [1.798, 4.159, -0.965], [2.128, 5.286, -1.730], [2.822, 6.364, -1.194], [3.175, 7.732, -2.231], [1.060, 3.063, -1.411], [0.734, 2.958, -2.687], [1.024, 3.670, -3.679], [-0.175, 1.771, -3.034], [-0.742, 1.754, -4.312], [-1.571, 0.713, -4.680], [-1.810, -0.308, -3.770], [-1.200, -0.217, -2.531], [-0.411, 0.791, -2.160], [3.275, 5.209, 1.929], [1.537, 4.247, 4.778], [0.511, 6.391, 5.589], [-0.964, 7.665, 4.008], [-1.325, 6.740, 1.733], [1.829, 5.313, -2.764], [-0.497, 2.572, -4.974], [-2.022, 0.691, -5.666], [-2.438, -1.157, -4.006], [-1.347, -1.010, -1.803], [-0.140, -2.354, 4.649], [-1.420, -2.195, 3.888], [-2.527, -1.971, 4.554], [-3.681, -1.796, 3.875], [-3.757, -1.840, 2.506], [-5.078, -1.641, 1.814], [-5.572, -2.813, 1.154], [-2.589, -2.125, 1.772], [-2.657, -2.217, 0.312], [-2.168, -3.107, -0.461], [-1.574, -4.267, 0.052], [-2.263, -5.097, 0.940], [-1.733, -6.311, 1.342], [-0.505, -6.735, 0.850], [0.191, -5.923, -0.035], [-0.334, -4.698, -0.421], [0.802, -3.452, -1.640], [-1.353, -2.303, 2.444], [-0.250, -2.522, 1.850], [-0.329, -2.214, 5.711], [0.600, -1.627, 4.306], [0.296, -3.343, 4.479], [-4.569, -1.611, 4.471], [-5.017, -0.813, 1.098], [-5.835, -1.380, 2.553], [-4.937, -3.060, 0.473], [-3.208, -1.423, -0.203], [-3.223, -4.768, 1.320], [-2.286, -6.930, 2.038], [-0.100, -7.699, 1.137], [1.148, -6.234, -0.435], [2.016, -4.024, 2.044], [3.044, -4.625, 1.430], [3.181, -5.976, 1.635], [3.975, -4.041, 0.716], [3.819, -2.739, 0.504], [3.722, -1.602, 0.308], [1.207, -4.566, 2.306], [1.746, -3.072, 1.817], [2.335, -6.480, 1.844], [3.783, -6.415, 0.957]]
}



<two>
{
  "formula": "C34H26Cl2CsIN10O4",
  "method": "ωB97M-V/def2-TZVPD",
  "multiplicity": 1,
  "homo_ev": -2.09,
  "orbital_gap_ev": 5.55,
  "charge": -2,
  "symbols": ["Cs", "Cl", "C", "C", "C", "N", "C", "O", "C", "C", "C", "C", "C", "N", "C", "C", "C", "Cl", "N", "C", "O", "C", "C", "C", "C", "C", "N", "H", "H", "H", "H", "H", "H", "H", "H", "H", "H", "C", "C", "N", "C", "C", "C", "O", "C", "C", "N", "C", "C", "C", "C", "C", "C", "I", "C", "O", "H", "H", "H", "H", "H", "H", "H", "H", "H", "H", "H", "H", "N", "C", "N", "N", "C", "N", "H", "H", "H", "H"],
  "xyz": [[-0.279, 1.082, 0.088], [-2.538, 5.484, -5.863], [-2.117, 5.016, -4.231], [-1.441, 3.829, -4.028], [-1.071, 3.368, -2.754], [-0.482, 2.105, -2.577], [0.149, 1.519, -3.589], [0.472, 1.958, -4.712], [0.499, 0.039, -3.391], [0.426, -0.782, -4.520], [0.693, -2.131, -4.398], [1.058, -2.637, -3.157], [1.141, -1.750, -2.102], [0.867, -0.446, -2.205], [-1.411, 4.190, -1.632], [-2.076, 5.398, -1.881], [-2.437, 5.810, -3.147], [-3.280, 7.331, -3.339], [-1.205, 3.766, -0.306], [-1.039, 4.673, 0.645], [-0.829, 5.902, 0.574], [-1.180, 4.159, 2.084], [-1.719, 5.054, 3.016], [-1.900, 4.647, 4.321], [-1.511, 3.363, 4.687], [-0.961, 2.553, 3.711], [-0.807, 2.930, 2.441], [-1.176, 3.233, -4.885], [0.159, -0.327, -5.463], [0.617, -2.785, -5.259], [1.268, -3.687, -3.000], [1.425, -2.112, -1.118], [-2.312, 6.036, -1.045], [-1.970, 6.048, 2.675], [-2.334, 5.320, 5.051], [-1.628, 2.998, 5.700], [-0.632, 1.546, 3.950], [3.493, -6.005, -0.357], [3.876, -4.637, 0.123], [5.152, -4.330, 0.165], [5.512, -3.107, 0.597], [4.604, -2.158, 1.002], [5.093, -0.823, 1.498], [4.868, -0.609, 2.893], [3.233, -2.480, 0.994], [2.281, -1.447, 1.435], [1.267, -1.496, 2.210], [0.911, -2.667, 2.904], [1.853, -3.495, 3.521], [1.462, -4.615, 4.231], [0.116, -4.934, 4.351], [-0.836, -4.096, 3.796], [-0.438, -2.959, 3.109], [-1.925, -1.662, 2.418], [2.814, -3.746, 0.521], [1.592, -4.108, 0.429], [4.393, -6.571, -0.591], [2.864, -5.943, -1.250], [2.915, -6.536, 0.405], [6.576, -2.895, 0.620], [4.651, -0.006, 0.917], [6.173, -0.769, 1.363], [3.918, -0.565, 3.045], [2.494, -0.446, 1.045], [2.902, -3.254, 3.424], [2.215, -5.247, 4.685], [-0.195, -5.820, 4.889], [-1.890, -4.316, 3.901], [-1.226, -4.381, 0.063], [-1.192, -5.697, -0.186], [0.023, -6.223, -0.431], [-2.247, -6.497, -0.236], [-3.422, -5.954, 0.028], [-4.478, -5.535, 0.269], [-0.341, -3.902, 0.205], [-2.100, -3.927, 0.266], [0.835, -5.647, -0.189], [0.074, -7.225, -0.432]]
}



Which of them is least stable? Easy: <one>.



<one>
{
  "formula": "C4H10NO2S",
  "method": "ωB97M-V/def2-TZVPD",
  "multiplicity": 1,
  "homo_ev": -2.59,
  "orbital_gap_ev": 5.93,
  "charge": -1,
  "symbols": ["C", "C", "S", "C", "N", "C", "O", "H", "H", "H", "H", "H", "H", "H", "H", "H", "H", "O"],
  "xyz": [[1.064, -0.670, 0.922], [0.906, 0.723, 1.462], [2.380, 1.948, 1.257], [-0.379, -1.144, 0.802], [-1.060, -1.332, -0.373], [-0.635, -0.937, -1.727], [-0.992, -1.188, 1.873], [1.566, -0.838, -0.046], [1.668, -1.126, 1.760], [0.083, 1.345, 0.993], [0.677, 0.753, 2.513], [-2.028, -1.103, -0.291], [-1.351, -0.774, -2.473], [0.125, -1.603, -2.165], [0.058, -0.069, -1.877], [-1.284, 2.509, -0.913], [-0.155, 1.599, -0.481], [-0.643, 1.907, -1.236]]
}



<two>
{
  "formula": "C4H10NO2S",
  "method": "ωB97M-V/def2-TZVPD",
  "multiplicity": 1,
  "homo_ev": -2.60,
  "orbital_gap_ev": 5.83,
  "charge": -1,
  "symbols": ["C", "C", "S", "C", "N", "C", "O", "H", "H", "H", "H", "H", "H", "H", "H", "H", "H", "O"],
  "xyz": [[-0.172, -0.999, -0.025], [-0.105, -1.888, 1.214], [1.405, -2.925, 1.096], [-1.139, 0.174, 0.085], [-1.094, 1.159, -0.862], [-0.162, 1.201, -1.958], [-1.933, 0.283, 1.010], [0.842, -0.633, -0.218], [-0.489, -1.640, -0.854], [-0.090, -1.315, 2.141], [-1.009, -2.504, 1.274], [-1.604, 1.982, -0.587], [-0.688, 1.492, -2.881], [0.220, 0.190, -2.095], [0.675, 1.892, -1.811], [1.103, 1.628, 1.519], [2.197, 0.484, 1.380], [2.043, 1.419, 1.571]]
}



Which of them is least stable? Easy: <one>.



<one>
{
  "formula": "C4H10NO2S",
  "method": "ωB97M-V/def2-TZVPD",
  "multiplicity": 1,
  "homo_ev": -2.69,
  "orbital_gap_ev": 5.93,
  "charge": -1,
  "symbols": ["C", "C", "S", "C", "N", "C", "O", "H", "H", "H", "H", "H", "H", "H", "H", "H", "H", "O"],
  "xyz": [[-0.549, -0.691, 0.944], [0.566, -0.674, 1.974], [1.362, -2.330, 1.937], [-1.429, 0.472, 0.371], [-1.056, 1.358, -0.737], [-0.680, 0.548, -1.899], [-2.382, 0.654, 1.120], [-0.084, -1.230, 0.041], [-1.219, -1.434, 1.264], [1.332, -0.059, 1.715], [0.209, -0.635, 3.047], [-1.430, 2.208, -0.989], [0.007, 1.176, -2.453], [-1.595, 0.222, -2.433], [-0.297, -0.434, -1.499], [2.396, -0.153, -0.248], [2.248, 0.362, -1.476], [2.604, 0.642, -0.679]]
}



<two>
{
  "formula": "C4H10NO2S",
  "method": "ωB97M-V/def2-TZVPD",
  "multiplicity": 1,
  "homo_ev": -2.97,
  "orbital_gap_ev": 6.64,
  "charge": -1,
  "symbols": ["C", "N", "C", "O", "C", "C", "S", "H", "H", "H", "H", "H", "H", "H", "H", "H", "H", "O"],
  "xyz": [[-0.887, 0.242, -0.778], [-1.007, -0.487, 0.451], [-1.904, -0.237, 1.476], [-1.787, -0.667, 2.618], [-0.057, 1.589, -0.562], [1.417, 1.174, -0.426], [1.735, 0.105, -1.986], [-0.307, -0.359, -1.495], [-1.970, 0.463, -1.225], [-0.168, -0.876, 0.728], [-2.728, 0.502, 1.176], [-0.411, 2.289, -1.370], [-0.135, 1.930, 0.516], [2.012, 2.129, -0.546], [1.731, 0.401, 0.322], [1.516, -2.347, -0.352], [1.466, -2.748, 1.129], [1.485, -3.103, 0.323]]
}



Which of them is least stable? Easy: <one>.